Record 1
41
Properties=species:S:1:pos:R:3:forces:R:3 method="wB97M-V/def2-TZVPD" orbital_gap_ev="4.8 / 5.2" spin_multiplicity=3 energy_ha=-1684.4995 homo_ev="-18.3 / -18.3" de_lowest_kcal_mol=20.7 charge=+3
W 0.202707 0.921436 0.106791 0.25 3.94 1.54
P -1.916917 0.335239 -0.426838 -4.44 0.33 -0.06
C -2.108584 1.235132 -1.997170 -0.52 2.02 -1.21
C -0.786255 1.719588 -2.630080 -1.06 -0.50 -0.54
N 0.295976 1.450180 -1.883465 0.65 -0.97 0.60
C 1.555549 1.509894 -2.392556 0.62 1.17 0.35
C 1.739987 2.127047 -3.623599 0.83 -1.25 0.09
C 0.661187 2.425507 -4.446567 -0.54 0.42 1.09
C -0.609209 2.237908 -3.906172 -1.05 -0.55 0.07
C 2.615075 1.062416 -1.364161 -0.51 1.02 0.04
P 1.820467 -0.482077 -0.340968 6.35 -1.08 -3.08
H -1.508426 2.381666 -4.490032 0.07 0.21 -0.18
H 2.739636 2.226480 -4.003591 0.34 0.11 -0.07
H 0.789285 2.844989 -5.436480 0.06 -0.10 -0.02
H 3.547872 0.664701 -1.863542 -0.91 0.45 0.85
H 2.842945 1.956387 -0.689169 0.09 -1.18 -0.83
H -2.638042 0.440677 -2.525551 0.42 0.29 -0.94
H -2.870993 2.088213 -2.012519 0.99 -1.02 0.56
H -0.745205 -2.630302 -5.037393 -0.41 -1.16 -0.04
O -0.823409 -3.595138 -4.866432 1.33 1.28 0.04
H -1.720773 -3.788611 -4.639456 -0.94 -0.08 -0.01
H -0.079937 -1.483605 0.481301 -0.43 -1.38 -0.06
O -0.127879 -2.338054 -0.012504 0.03 -0.36 1.95
H -0.562996 -2.962722 0.640621 0.86 0.58 -0.91
C 2.056609 -1.660634 -1.678620 -1.04 -1.02 -0.70
H 2.814311 -1.448197 -2.447409 -0.11 0.42 0.61
H 2.294247 -2.613868 -1.205064 -0.01 -0.03 0.04
H 1.099397 -1.818728 -2.171743 0.01 -0.14 -0.22
C 3.132092 -0.888156 0.776071 0.01 -0.19 1.54
H 2.783042 -1.811153 1.216450 0.08 -0.59 0.37
H 4.122156 -1.084593 0.362198 -0.25 0.10 -0.64
H 3.261401 -0.199963 1.606393 -0.14 0.26 0.01
C -3.123222 1.134315 0.690795 -0.33 0.64 0.97
H -4.140198 0.987302 0.221291 1.00 0.14 0.51
H -3.076817 0.636734 1.697566 -0.22 0.38 -0.93
H -2.934819 2.240375 0.849041 -0.16 -1.24 -0.32
C -2.596975 -1.261096 -0.761046 0.80 -1.64 -0.88
H -3.448323 -1.467393 -0.164705 -0.93 -0.01 0.63
H -2.820720 -1.418349 -1.808981 -0.51 0.58 -0.34
H -1.885872 -2.080013 -0.666401 -0.14 0.36 0.46
I 0.687028 2.228468 2.243794 -0.14 -0.20 -0.30

Record 2
15
Properties=species:S:1:pos:R:3:forces:R:3 method="wB97M-V/def2-TZVPD" orbital_gap_ev=10.2 spin_multiplicity=1 energy_ha=-399.7793 smiles="C#CCO/C(C)=N/O" homo_ev=-9.3 de_lowest_kcal_mol=116.9 charge=0
C 3.687754 0.279910 1.078474 -1.03 -0.21 -0.73
C 2.764246 -0.178052 0.453004 2.23 0.79 0.71
C -0.715574 -0.079349 -0.180608 -0.98 -1.03 -0.38
C -1.701844 0.776330 0.573047 -1.14 2.51 -6.56
C 1.676204 -0.631112 -0.348930 -0.80 -0.60 -1.77
N -1.047025 -0.938570 -1.077468 1.95 0.61 -0.16
O 0.578961 0.082411 0.227251 -2.04 -0.66 0.79
O -2.395214 -0.920880 -1.389749 -0.93 0.39 2.27
H 4.438801 0.857262 1.546388 0.30 -0.11 0.29
H -2.795550 0.691746 0.166623 2.30 -0.16 0.52
H -1.392064 1.842551 0.331777 -0.36 -1.08 0.95
H -1.728876 0.534335 1.518557 0.21 -0.84 5.16
H 1.700276 -1.811343 -0.336945 -0.87 2.34 -0.27
H 1.675806 -0.138538 -1.382521 0.73 -1.54 0.90
H -2.487166 -1.008222 -2.312369 0.41 -0.42 -1.73

Record 3
27
Properties=species:S:1:pos:R:3:forces:R:3 method="wB97M-V/def2-TZVPD" orbital_gap_ev="7.3 / 7.3" spin_multiplicity=1 energy_ha=-499.1760 homo_ev="-11.7 / -11.7" de_lowest_kcal_mol=110.7 charge=+1
C 3.161524 1.096609 -0.950908 -0.81 0.44 0.17
C 1.972963 1.643404 -0.615837 0.98 0.81 -1.00
C 2.172185 -0.404638 0.367062 0.24 -1.61 0.70
C -1.008844 0.914462 1.226087 -0.58 0.16 0.18
C -3.023961 -0.849600 -0.250864 -0.43 -0.22 -0.47
C -3.859211 0.058513 -0.749312 0.20 -0.10 0.08
C 0.182253 0.875754 0.778550 0.81 -0.29 -0.60
C 1.885741 -1.498615 1.074571 0.04 0.49 -0.27
C -5.156075 0.447165 -0.140673 -0.07 0.02 0.03
C 4.450397 -0.986691 -0.447854 0.23 -0.37 0.10
N 3.300993 -0.126221 -0.377476 -0.10 0.19 -0.02
N 1.315810 0.733686 0.219556 -1.14 0.04 0.78
H 3.924268 1.515844 -1.577487 0.13 0.08 -0.10
H 1.532691 2.580312 -0.881507 -0.10 0.14 -0.02
H -1.858169 0.488508 0.652156 0.41 0.15 -0.01
H -1.277824 1.377802 2.162582 0.18 0.09 0.30
H -3.270658 -1.413256 0.634974 -0.07 -0.06 0.23
H -3.603977 0.573077 -1.667905 0.10 -0.03 -0.13
H 0.961463 -1.587276 1.613475 -0.20 0.04 0.10
H 2.569066 -2.324196 1.123746 0.20 -0.11 -0.04
H -2.135193 -1.154403 -0.781863 0.17 0.03 -0.10
H -5.961730 0.226716 -0.840799 -0.10 0.02 0.01
H -5.342446 -0.088442 0.786676 -0.04 -0.01 0.07
H -5.184853 1.520199 0.046712 -0.06 0.07 0.04
H 4.182913 -1.948301 -0.889108 0.02 0.02 -0.01
H 5.210456 -0.513863 -1.064521 -0.04 0.00 0.01
H 4.860226 -1.156562 0.549974 0.01 0.01 -0.03

Record 4
74
Properties=species:S:1:pos:R:3:forces:R:3 method="wB97M-V/def2-TZVPD" orbital_gap_ev="7.6 / 8.1" spin_multiplicity=3 energy_ha=-2316.2661 homo_ev="-7.4 / -8.5" charge=0
W 0.363714 0.406464 1.424535 0.10 0.03 -0.40
C -0.030345 -0.906894 4.629881 0.10 0.21 0.21
Si -0.912223 -1.929913 3.355560 0.28 0.21 -0.21
C -0.444895 -3.700033 3.607735 0.05 -0.41 -0.09
C -2.731934 -1.706027 3.534657 -0.41 0.04 -0.08
N -0.286951 -1.462200 1.742694 0.13 0.47 0.10
C -0.196358 -2.466859 0.746300 0.27 0.24 0.35
C -1.334399 -3.094643 0.252771 -0.19 -0.17 -0.16
C -1.254198 -4.077506 -0.728193 -0.01 0.13 0.11
C -0.020791 -4.445227 -1.242187 0.08 0.00 -0.01
C 1.132708 -3.834765 -0.762563 -0.07 -0.04 -0.07
C 1.023258 -2.871227 0.215081 0.14 -0.11 -0.16
F 2.165845 -2.295790 0.663199 -0.11 -0.04 0.08
H -0.033591 -1.448095 5.581580 -0.05 0.01 -0.04
H -0.502907 0.062496 4.797501 0.04 -0.02 -0.03
H 1.016467 -0.733178 4.373015 0.04 0.02 0.01
H -0.663505 -3.991918 4.639327 0.02 0.00 -0.06
H 0.622960 -3.852369 3.426438 -0.04 -0.03 0.04
H -0.999300 -4.368157 2.942199 0.07 0.01 0.06
H -3.002932 -1.773767 4.592744 -0.02 -0.02 -0.05
H -3.291092 -2.473921 2.993690 -0.03 0.05 0.02
H -3.036978 -0.722340 3.171161 0.00 -0.02 0.03
H -2.299712 -2.786359 0.640918 0.05 -0.01 0.00
H -2.159773 -4.544116 -1.094247 0.01 0.01 0.01
H 0.049697 -5.203312 -2.011557 0.01 0.02 0.02
H 2.115583 -4.094246 -1.133967 -0.02 0.00 0.00
O -1.307880 1.196652 2.431760 0.13 0.09 -0.06
S -0.441578 2.478988 2.593999 0.02 -0.16 -0.10
O -0.882104 3.375011 3.597555 0.00 -0.01 0.05
O 0.895279 1.727221 2.914048 -0.24 -0.03 0.00
O -0.226097 2.953151 1.223878 -0.13 0.19 0.30
C 4.346299 1.161191 2.354765 0.00 -0.05 -0.01
C 3.638172 1.640367 1.123908 -0.06 0.04 -0.01
C 3.999038 2.785157 0.460756 -0.01 0.11 -0.06
C 3.306738 3.200369 -0.692908 0.09 0.08 0.02
C 3.737122 4.449015 -1.418205 0.02 -0.02 0.02
C 2.207316 2.507098 -1.156422 -0.08 0.15 0.05
C 1.783716 1.349679 -0.486719 -0.09 -0.20 -0.25
C 2.562538 0.904431 0.598682 0.16 -0.16 0.13
N 0.588917 0.637232 -0.547846 -0.39 -0.06 0.31
C -0.493814 0.655673 -1.567096 0.31 0.07 -0.06
C -1.835694 0.598952 -0.830169 -0.04 -0.03 0.00
C -2.996097 0.510528 -1.825187 0.04 0.04 -0.03
C -2.985002 1.759697 -2.709913 0.01 -0.02 -0.01
C -1.656146 1.822467 -3.466988 0.02 -0.03 0.03
C -1.501330 0.575504 -4.343542 0.01 0.01 0.01
C -1.509510 -0.671096 -3.454612 -0.03 0.05 0.04
C -2.837296 -0.742474 -2.692121 0.02 0.03 -0.01
C -0.354838 -0.593783 -2.449132 0.09 0.02 -0.06
C -0.486342 1.892064 -2.473481 -0.16 0.04 0.00
H 5.225716 1.767133 2.566590 -0.01 0.00 -0.01
H 4.661924 0.120849 2.247664 -0.02 0.02 0.00
H 3.675699 1.217745 3.215273 -0.01 0.01 -0.02
H 4.836078 3.371643 0.821960 -0.02 0.01 -0.04
H 4.591829 4.918292 -0.933219 -0.01 -0.02 0.00
H 2.924642 5.176626 -1.449990 0.00 -0.02 0.01
H 4.012732 4.219352 -2.449174 0.00 0.01 0.01
H 1.666405 2.908218 -1.995392 0.03 0.01 0.05
H 2.504156 -0.142603 0.887617 -0.06 -0.49 -0.02
H -1.939225 1.482929 -0.194985 -0.02 0.01 -0.02
H -1.858571 -0.282990 -0.181275 0.02 -0.04 0.05
H -3.931905 0.459487 -1.264591 -0.03 0.00 0.00
H -3.110989 2.654633 -2.092638 0.01 -0.01 -0.02
H -3.819224 1.729600 -3.417880 0.02 0.00 0.01
H -1.627386 2.716533 -4.093691 -0.02 0.03 -0.01
H -0.564065 0.627714 -4.907493 -0.01 0.00 0.01
H -2.316176 0.528648 -5.072669 0.00 -0.02 0.01
H -1.386405 -1.567802 -4.066274 0.00 -0.02 -0.02
H -2.857265 -1.638261 -2.064578 0.00 -0.02 0.02
H -3.671889 -0.817489 -3.396440 0.01 0.00 0.01
H 0.607485 -0.553730 -2.972697 -0.02 -0.01 0.01
H -0.346146 -1.483604 -1.817883 0.00 -0.04 0.03
H -0.559755 2.800749 -1.866675 0.02 -0.05 -0.01
H 0.442582 1.927137 -3.044845 -0.03 -0.04 -0.02

Record 5
37
Properties=species:S:1:pos:R:3:forces:R:3 method="wB97M-V/def2-TZVPD" orbital_gap_ev=8.8 spin_multiplicity=1 energy_ha=-1080.2340 homo_ev=-5.4 de_lowest_kcal_mol=59.2 charge=-1
Cl 0.398946 -0.901703 -1.119568 -0.41 -1.41 -2.51
C 1.386946 3.621297 -2.874568 -0.64 3.76 0.82
C 1.930946 2.405297 -2.198568 -7.69 0.46 1.22
O 1.408946 1.220297 -2.839568 0.35 1.67 0.39
H 1.573946 3.792297 -3.970568 -0.38 -0.65 1.07
H 1.827946 4.517297 -2.362568 0.96 -0.50 -0.53
H 0.379946 4.056297 -2.537568 0.41 -1.88 -1.01
H 1.875946 2.543297 -1.053568 -0.80 -0.85 -1.50
H 2.843946 2.303297 -2.327568 8.85 -0.20 -1.40
H 1.031946 0.749297 -2.111568 -0.86 -1.43 0.48
C -4.264054 -3.113703 -1.353568 1.11 3.90 3.59
C -3.081054 -2.785703 -0.265568 -2.44 0.54 2.39
O -1.892054 -3.114703 -0.839568 0.60 -0.71 -0.31
H -5.220054 -2.942703 -0.733568 0.92 0.56 -1.70
H -4.229054 -4.146703 -1.400568 0.43 -1.98 -1.20
H -3.899054 -2.425703 -2.200568 -1.57 -1.50 0.84
H -3.180054 -3.376703 0.676432 -0.48 -0.32 -0.71
H -3.009054 -1.719703 0.289432 -0.58 -1.70 -1.99
H -1.593054 -2.242703 -1.004568 2.08 1.07 -0.88
C -1.761054 1.591297 2.313432 0.69 -0.81 -1.85
C -0.503054 0.889297 1.710432 -3.10 -0.60 0.15
O -0.957054 -0.266703 1.044432 -0.54 0.28 -0.04
H -1.435054 2.516297 2.692432 0.15 1.56 0.52
H -2.052054 0.996297 3.121432 -1.23 -0.88 1.18
H -2.531054 1.713297 1.504432 0.63 -0.16 0.96
H 0.093946 0.489297 2.536432 0.83 1.15 -0.30
H -0.239054 1.664297 1.012432 1.82 -0.08 -0.28
H -0.557054 -0.323703 0.109432 -0.42 0.12 1.62
C 2.846946 -0.805703 2.551432 6.50 -1.27 0.23
C 3.028946 -1.154703 1.034432 5.54 7.87 2.34
O 2.473946 -0.044703 0.327432 0.98 -0.91 0.14
H 3.350946 -1.556703 3.319432 -0.92 1.02 -1.76
H 1.909946 -0.714703 2.823432 -4.96 0.21 0.97
H 3.328946 0.140297 2.823432 0.03 0.04 -0.37
H 2.490946 -1.933703 0.967432 -3.36 -6.28 -1.70
H 4.206946 -1.154703 0.767432 -2.61 -0.90 0.62
H 2.011946 -0.483703 -0.431568 0.12 0.81 0.51

Record 6
25
Properties=species:S:1:pos:R:3:forces:R:3 method="wB97M-V/def2-TZVPD" orbital_gap_ev=5.1 spin_multiplicity=1 energy_ha=-6306.0797 homo_ev=-2.6 charge=-1
O 2.236595 2.879232 -1.011952 0.39 -1.09 3.10
S 1.769695 2.552543 0.382367 -3.09 2.03 -2.78
O 0.716293 3.538278 0.806216 2.37 -2.11 0.30
C 1.084387 0.828778 0.325408 -0.67 -0.14 -0.81
C -0.115633 0.834930 -0.759086 -0.50 0.28 1.91
C -1.433037 0.473958 0.045577 2.58 -1.50 -2.03
O -1.869694 1.463474 1.047807 -2.44 1.79 -1.43
C -2.672867 2.449068 0.510451 0.69 0.40 1.89
F -2.022973 3.360260 -0.304916 -1.37 -1.66 0.95
F -3.152062 3.201218 1.609239 0.56 -1.05 -1.81
F -3.808928 1.986925 -0.149470 1.70 0.68 0.63
H 2.787358 2.596692 1.334947 -0.20 0.02 -0.61
H 1.926694 0.113904 0.047924 -0.74 1.47 0.29
H 0.666897 0.517053 1.332511 0.74 0.64 -0.85
H -0.198620 1.868283 -1.241008 0.13 -1.52 0.50
H -2.222034 0.189699 -0.712768 0.39 0.71 1.12
H -1.198405 -0.476887 0.631519 -0.57 1.47 -0.46
Br -1.222634 -3.241364 0.000872 0.08 -0.07 -0.07
C 0.406174 -3.473648 -1.040551 -0.19 -0.11 -0.05
C 1.575399 -3.820367 -0.153752 0.28 0.08 -0.03
Br 2.256605 -2.250012 0.781650 -0.04 -0.51 0.06
H 0.553433 -2.556516 -1.612986 -0.02 0.04 0.20
H 0.188624 -4.294652 -1.725316 0.09 0.02 0.09
H 2.416515 -4.177973 -0.749441 -0.12 0.03 -0.02
H 1.332218 -4.562876 0.604758 -0.06 0.09 -0.11

Copy entry 1 word for word.
41
Properties=species:S:1:pos:R:3:forces:R:3 method="wB97M-V/def2-TZVPD" orbital_gap_ev="4.8 / 5.2" spin_multiplicity=3 energy_ha=-1684.4995 homo_ev="-18.3 / -18.3" de_lowest_kcal_mol=20.7 charge=+3
W 0.202707 0.921436 0.106791 0.25 3.94 1.54
P -1.916917 0.335239 -0.426838 -4.44 0.33 -0.06
C -2.108584 1.235132 -1.997170 -0.52 2.02 -1.21
C -0.786255 1.719588 -2.630080 -1.06 -0.50 -0.54
N 0.295976 1.450180 -1.883465 0.65 -0.97 0.60
C 1.555549 1.509894 -2.392556 0.62 1.17 0.35
C 1.739987 2.127047 -3.623599 0.83 -1.25 0.09
C 0.661187 2.425507 -4.446567 -0.54 0.42 1.09
C -0.609209 2.237908 -3.906172 -1.05 -0.55 0.07
C 2.615075 1.062416 -1.364161 -0.51 1.02 0.04
P 1.820467 -0.482077 -0.340968 6.35 -1.08 -3.08
H -1.508426 2.381666 -4.490032 0.07 0.21 -0.18
H 2.739636 2.226480 -4.003591 0.34 0.11 -0.07
H 0.789285 2.844989 -5.436480 0.06 -0.10 -0.02
H 3.547872 0.664701 -1.863542 -0.91 0.45 0.85
H 2.842945 1.956387 -0.689169 0.09 -1.18 -0.83
H -2.638042 0.440677 -2.525551 0.42 0.29 -0.94
H -2.870993 2.088213 -2.012519 0.99 -1.02 0.56
H -0.745205 -2.630302 -5.037393 -0.41 -1.16 -0.04
O -0.823409 -3.595138 -4.866432 1.33 1.28 0.04
H -1.720773 -3.788611 -4.639456 -0.94 -0.08 -0.01
H -0.079937 -1.483605 0.481301 -0.43 -1.38 -0.06
O -0.127879 -2.338054 -0.012504 0.03 -0.36 1.95
H -0.562996 -2.962722 0.640621 0.86 0.58 -0.91
C 2.056609 -1.660634 -1.678620 -1.04 -1.02 -0.70
H 2.814311 -1.448197 -2.447409 -0.11 0.42 0.61
H 2.294247 -2.613868 -1.205064 -0.01 -0.03 0.04
H 1.099397 -1.818728 -2.171743 0.01 -0.14 -0.22
C 3.132092 -0.888156 0.776071 0.01 -0.19 1.54
H 2.783042 -1.811153 1.216450 0.08 -0.59 0.37
H 4.122156 -1.084593 0.362198 -0.25 0.10 -0.64
H 3.261401 -0.199963 1.606393 -0.14 0.26 0.01
C -3.123222 1.134315 0.690795 -0.33 0.64 0.97
H -4.140198 0.987302 0.221291 1.00 0.14 0.51
H -3.076817 0.636734 1.697566 -0.22 0.38 -0.93
H -2.934819 2.240375 0.849041 -0.16 -1.24 -0.32
C -2.596975 -1.261096 -0.761046 0.80 -1.64 -0.88
H -3.448323 -1.467393 -0.164705 -0.93 -0.01 0.63
H -2.820720 -1.418349 -1.808981 -0.51 0.58 -0.34
H -1.885872 -2.080013 -0.666401 -0.14 0.36 0.46
I 0.687028 2.228468 2.243794 -0.14 -0.20 -0.30